The following is a quantum chemistry calculation of C11H16F4N7O12S4V as an isolated structure, from OMol25.

energy = -126562.077 eV
charge = -1
spin multiplicity = 2
⟨S²⟩ = 0.7867

Cartesian coordinates (Å):
O: -0.1894 -18.7186 10.4581
V: -0.0770 -19.3465 11.9311
N: -1.6472 -20.5896 12.3537
S: -2.4038 -21.2471 13.7957
O: -2.3492 -22.6760 14.0826
O: -3.5119 -20.4259 14.2687
F: -1.1456 -20.6516 14.6763
S: -2.4851 -21.5903 11.5824
O: -3.9401 -21.3974 11.4666
O: -1.8652 -22.8974 11.4030
F: -2.0039 -20.9591 10.2357
N: 1.6243 -18.6043 12.6725
S: 3.2234 -18.3031 12.1150
O: 4.0396 -19.5045 11.9987
O: 3.8366 -16.9911 12.3861
F: 2.6678 -18.0127 10.6525
S: 1.9456 -18.2331 14.1399
O: 1.6126 -16.8459 14.5875
O: 3.0124 -18.9527 14.7657
F: 0.6812 -19.0162 14.7229
O: 0.9254 -21.2179 11.7809
C: 1.2022 -22.0849 10.7859
O: 1.7306 -23.1739 11.0283
O: 0.8921 -21.7892 9.5892
H: 1.2676 -21.7194 12.5246
C: 2.6692 -15.4548 9.1189
C: 3.2134 -14.1757 8.6467
N: 3.6232 -13.1311 8.3203
H: 1.6715 -15.6421 8.7218
H: 2.5882 -15.3821 10.2035
H: 3.3503 -16.2797 8.9103
C: -0.4673 -14.9710 13.1909
C: -0.8661 -16.4062 13.1428
N: -1.1615 -17.5392 13.0509
H: 0.3696 -14.8693 12.5000
H: -0.3526 -14.7261 14.2468
H: -1.2976 -14.3666 12.8256
C: -0.6152 -18.4842 17.8382
C: 0.7659 -17.9640 17.7750
N: 1.7784 -17.4161 17.7837
H: -1.2826 -17.6283 17.9390
H: -0.8258 -19.2126 18.6212
H: -0.9287 -18.9853 16.9224
C: 6.1775 -16.9804 15.1393
C: 7.6557 -17.1793 15.0326
N: 8.7901 -17.4882 14.9541
H: 6.0597 -16.1315 15.8129
H: 5.8429 -17.9142 15.5910
H: 5.6667 -16.6895 14.2214
C: 4.4942 -22.1620 16.0333
C: 5.5578 -22.9010 15.3597
N: 6.4646 -23.4387 14.8244
H: 4.0368 -22.8147 16.7769
H: 3.7642 -21.6649 15.3946
H: 4.8727 -21.3256 16.6208

Force components x, y, z for each atom (eV/Å):
O 0.3 -1.5 4.0
V -0.9 0.8 -4.0
N -1.8 -0.3 5.4
S 1.1 2.5 6.4
O -0.2 2.7 -1.2
O 1.7 -1.6 -1.3
F -0.8 -0.7 -0.3
S -1.4 -4.4 -11.1
O 2.5 -0.5 1.9
O -1.7 1.4 1.7
F -0.2 0.8 -1.5
N 3.9 1.3 -0.7
S 2.6 -0.3 -5.2
O -1.9 2.4 0.9
O -1.7 -2.7 0.9
F 0.3 -0.5 0.3
S -3.7 2.9 7.5
O 1.5 -3.3 -1.9
O 0.4 0.8 -1.1
F -0.2 -0.1 -0.1
O -0.5 2.4 2.1
C 0.3 -3.8 -8.5
O 0.3 0.6 2.9
O -0.3 1.9 2.5
H 0.2 -0.1 1.0
C 0.2 0.3 0.3
C 0.6 2.0 -0.7
N -0.8 -2.2 0.6
H 0.2 0.0 -0.2
H 0.0 -0.1 0.0
H -0.1 0.1 -0.2
C -1.2 -1.2 0.0
C -0.7 -2.2 -0.4
N 1.4 2.5 -0.3
H 0.3 0.2 0.6
H 0.8 0.1 -0.2
H -0.1 -0.1 -0.2
C -0.2 0.0 -0.5
C -0.4 0.0 0.3
N -0.3 -0.4 -0.1
H 0.0 0.0 0.2
H 0.5 0.3 0.2
H 0.4 0.1 -0.2
C 1.5 0.4 0.5
C 2.4 -1.1 -0.9
N -3.3 1.1 0.3
H -0.3 -0.2 0.3
H -0.6 0.3 -0.1
H 0.3 -0.5 -0.1
C -0.1 0.3 0.7
C 3.0 -1.2 -2.0
N -3.1 1.7 1.9
H -0.3 -0.1 -0.3
H 0.0 -0.6 -0.3
H 0.6 -0.1 0.0

These are the Mulliken partial charges, in e, on atoms 1 to 2: O -0.61; V 1.20


The following is a quantum chemistry calculation of one molecule with the formula CH2O3S2, from OMol25.

energy = -28879.136 eV

Cartesian coordinates (Å):
C: 0.4941 0.2768 -0.9831
O: 0.3044 1.0074 -2.1105
O: 2.9132 0.1504 -2.3027
O: 0.0678 1.0292 0.5071
S: -0.1800 -1.3472 -0.9925
S: 2.0314 1.0511 -1.6310
H: -0.7305 0.6326 0.7658
H: 0.8160 -1.8513 -0.2606

Force components x, y, z for each atom (eV/Å):
C -0.8 2.1 2.9
O 0.7 0.2 0.6
O 0.3 -0.6 -0.6
O 3.2 -0.2 -4.2
S 0.5 -0.2 -0.2
S -2.0 -0.1 1.0
H -1.8 -1.1 0.3
H 0.0 -0.2 0.2

These are the Mulliken partial charges, in e, on atoms 1 to 2: C 0.53; O -0.33


The following is a quantum chemistry calculation of C39H36AsGeN4O3S4W as an isolated structure, from OMol25.

energy = -215644.229 eV
charge = +1

Cartesian coordinates (Å):
W: 0.3457 -0.6757 -1.2109
N: 0.7341 1.7749 1.4016
N: -0.5136 1.8933 1.9923
C: -1.6014 1.2787 1.5245
N: -2.7268 1.4784 2.2196
S: -1.7479 0.2509 0.1789
H: 1.3403 1.1910 1.9678
H: 1.1315 2.6975 1.2769
H: -0.5950 2.3983 2.8646
H: -2.7445 2.0067 3.0758
H: -3.5636 0.9960 1.9407
S: 0.0385 -2.6161 3.0980
C: 0.2733 -1.8947 1.7097
N: 0.4824 -1.3163 0.6997
O: -1.3215 -3.9918 -2.6226
S: -0.7667 -2.7276 -2.3251
O: 0.5978 -2.7214 -1.5871
O: -1.5496 -1.8524 -1.3899
S: -0.2320 -1.4197 -3.7358
C: -4.4266 0.3533 -4.9947
C: -3.2644 0.7752 -5.6236
C: -2.1700 1.1758 -4.8730
C: -2.2424 1.1713 -3.4835
C: -3.3998 0.7242 -2.8528
C: -4.4906 0.3236 -3.6102
As: -0.6689 1.5495 -2.4218
C: -1.0954 3.0806 -1.2909
C: -2.4013 3.4250 -0.9677
C: -2.6481 4.5455 -0.1850
C: -1.5948 5.3201 0.2804
C: -0.2893 4.9838 -0.0543
C: -0.0408 3.8712 -0.8449
C: 0.5217 2.5441 -3.6048
C: 1.8998 2.3933 -3.5802
C: 2.7163 3.2529 -4.3056
C: 2.1567 4.2736 -5.0559
C: 0.7777 4.4464 -5.0654
C: -0.0351 3.5950 -4.3355
H: -5.2760 0.0337 -5.5835
H: -3.2004 0.7797 -6.7036
H: -1.2603 1.4639 -5.3813
H: -3.4534 0.6550 -1.7748
H: -5.3857 -0.0261 -3.1131
H: -3.2315 2.8347 -1.3319
H: -3.6687 4.8183 0.0501
H: -1.7920 6.1981 0.8815
H: 0.5348 5.6024 0.2781
H: 0.9781 3.6381 -1.1338
H: 2.3631 1.6086 -2.9974
H: 3.7897 3.1169 -4.2722
H: 2.7904 4.9411 -5.6245
H: 0.3335 5.2531 -5.6332
H: -1.1039 3.7677 -4.3215
C: 1.8080 0.3843 -0.9879
Ge: 3.2034 -1.0205 -1.9254
C: 3.8168 -2.5367 -0.8690
C: 5.0961 -2.9604 -1.2409
C: 5.7045 -4.0212 -0.5892
C: 5.0458 -4.6631 0.4512
C: 3.7823 -4.2411 0.8334
C: 3.1679 -3.1832 0.1747
C: 2.9753 -1.5071 -3.7880
C: 3.0320 -2.8612 -4.1032
C: 2.9095 -3.2808 -5.4220
C: 2.7323 -2.3508 -6.4339
C: 2.6777 -0.9965 -6.1275
C: 2.7974 -0.5783 -4.8127
C: 4.6241 0.3231 -1.7644
C: 5.1563 0.9720 -2.8746
C: 6.1860 1.8941 -2.7251
C: 6.6899 2.1760 -1.4647
C: 6.1741 1.5243 -0.3505
C: 5.1499 0.6026 -0.5019
H: 2.5766 1.0262 -0.5796
H: 5.6316 -2.4586 -2.0413
H: 6.6926 -4.3427 -0.8912
H: 5.5187 -5.4920 0.9612
H: 3.2632 -4.7359 1.6438
H: 2.1789 -2.8821 0.4754
H: 3.1422 -3.6008 -3.3197
H: 2.9464 -4.3371 -5.6538
H: 2.6354 -2.6788 -7.4605
H: 2.5360 -0.2658 -6.9138
H: 2.7312 0.4803 -4.5973
H: 4.7888 0.7434 -3.8682
H: 6.6029 2.3815 -3.5975
H: 7.4951 2.8895 -1.3494
H: 6.5826 1.7232 0.6318
H: 4.7785 0.0721 0.3705

Force components x, y, z for each atom (eV/Å):
W -1.4 1.2 0.1
N 0.0 0.0 0.0
N 0.0 -0.1 0.0
C 0.2 0.0 0.0
N -0.1 0.0 0.0
S 0.0 0.0 -0.1
H 0.0 0.0 0.0
H 0.0 0.0 0.0
H 0.0 0.0 0.0
H 0.0 0.0 0.0
H 0.0 0.0 0.0
S 0.0 -0.1 0.1
C 0.1 0.2 -0.1
N 0.2 -0.5 0.1
O 0.2 0.0 -0.2
S 0.0 0.0 0.1
O 0.2 0.0 0.1
O -0.4 -0.2 0.0
S 0.2 0.2 0.1
C 0.0 0.0 0.0
C 0.0 0.0 0.0
C 0.0 0.0 0.0
C 0.0 0.0 0.1
C 0.0 0.0 0.0
C 0.0 0.0 0.0
As 0.2 -0.1 -0.2
C 0.0 -0.1 0.0
C 0.0 0.0 0.0
C 0.0 0.0 0.0
C 0.0 0.0 0.0
C 0.0 0.0 0.0
C 0.0 0.0 0.0
C 0.0 -0.1 0.1
C 0.0 0.0 0.0
C 0.0 0.0 0.0
C 0.0 0.0 0.0
C 0.0 0.0 0.0
C 0.0 0.0 0.0
H 0.0 0.0 0.0
H 0.0 0.0 0.0
H 0.0 0.0 0.0
H 0.0 0.0 0.0
H 0.0 0.0 0.0
H 0.0 0.0 0.0
H 0.0 0.0 0.0
H 0.0 0.0 0.0
H 0.0 0.0 0.0
H 0.0 0.0 0.0
H -0.1 0.1 0.1
H 0.0 0.0 0.0
H 0.0 0.0 0.0
H 0.0 0.0 0.0
H 0.0 0.0 0.0
C 0.6 -0.8 -0.1
Ge 0.7 -0.2 -0.2
C 0.0 0.1 0.0
C 0.0 0.0 0.0
C 0.0 0.0 0.0
C 0.0 0.0 0.0
C 0.0 0.0 0.0
C 0.0 -0.1 0.0
C 0.0 0.0 0.1
C -0.1 0.0 0.0
C 0.0 0.0 0.0
C 0.0 0.0 0.0
C 0.0 0.0 0.0
C 0.0 0.0 0.0
C -0.1 0.0 0.0
C 0.0 0.0 0.0
C 0.0 0.0 0.0
C 0.0 0.0 0.0
C 0.0 0.0 0.0
C 0.0 0.0 0.0
H -0.3 0.4 -0.1
H 0.0 0.0 0.0
H 0.0 0.0 0.0
H 0.0 0.0 0.0
H 0.0 0.0 0.0
H 0.0 0.0 0.0
H 0.0 0.0 0.0
H 0.0 0.0 0.0
H 0.0 0.0 0.0
H 0.0 0.0 0.0
H 0.0 -0.2 -0.1
H 0.0 0.0 0.0
H 0.0 0.0 0.0
H 0.0 0.0 0.0
H 0.0 0.0 0.0
H 0.0 0.0 0.0

These are the Mulliken partial charges, in e, on atoms 1 to 2: W -0.04; N -0.37


The following is a quantum chemistry calculation of one molecule with the formula C8H2Cl2N2O2, from OMol25.

SMILES = O=C1C(Cl)=C(Cl)C(=O)c2ncncc21
energy = -40446.083 eV

Cartesian coordinates (Å):
O: 1.1910 0.2440 2.3829
C: 0.9963 0.2687 1.2505
C: 2.1399 0.3536 0.3873
Cl: 3.6072 0.9605 0.9270
C: 1.8858 0.2466 -0.9670
Cl: 3.3741 0.0872 -1.8658
C: 0.6330 -0.1691 -1.6082
O: 0.5632 -0.0333 -2.8730
C: -0.5002 -0.3059 -0.7157
N: -1.7019 -0.5360 -1.2242
C: -2.7843 -0.5429 -0.3462
N: -2.6381 -0.1656 0.9304
C: -1.3996 0.0405 1.3788
C: -0.3056 -0.1153 0.6780
H: -3.7497 -0.7744 -0.7213
H: -1.3110 0.4414 2.3864

Force components x, y, z for each atom (eV/Å):
O 0.2 0.5 6.7
C -0.3 -1.6 -3.5
C -1.0 1.6 -4.1
Cl 0.3 -0.2 0.9
C 3.1 -1.7 1.7
Cl -0.9 0.3 -0.9
C 0.8 2.3 -5.3
O -0.1 -1.2 4.4
C -2.0 -0.8 1.2
N -1.4 -0.4 0.7
C 3.9 1.1 0.6
N -1.1 -0.7 -1.1
C -2.9 0.8 2.6
C 2.0 0.5 -3.7
H -0.6 -0.2 -0.3
H -0.1 -0.3 0.1

These are the Mulliken partial charges, in e, on atoms 1 to 2: O -0.47; C 0.14